P) Molecular formula: C4H4S2
Method: DFT, the ωB97M-V functional and the def2-TZVPD basis

Positions of all 10 atoms, in Å:
H (0.74, -1.41, 1.47)
S (-1.00, -1.39, -0.37)
H (-1.00, 1.25, -0.29)
H (1.80, 2.33, -0.52)
S (-3.49, 0.29, 0.01)
C (1.59, 1.34, -0.17)
H (1.28, -1.81, -0.15)
C (-1.82, 0.26, -0.16)
C (1.21, 0.17, -0.12)
C (0.68, -1.03, 0.29)

Results
2S+1: 1
Lowest unoccupied orbital energy: -0.0202 Eh
SMILES string: C#CCSC=S
Gap between HOMO and LUMO: 0.3006 hartree

Löwdin population analysis, charges in e, atoms 1 to 8: H 0.159; S 0.789; H 0.103; H 0.039; S 0.519; C 0.131; H 0.062; C -0.975

Q) Molecular formula: C4H4S2
Method: DFT, the ωB97M-V functional and the def2-TZVPD basis

Positions of all 10 atoms, in Å:
C (-0.62, 1.35, -0.03)
C (0.69, 1.35, -0.03)
H (-1.28, -2.17, 0.35)
C (0.64, -1.37, -0.06)
H (1.15, -2.26, 0.33)
S (1.70, -0.03, -0.55)
S (-1.67, 0.01, -0.56)
H (-1.14, 2.27, 0.25)
H (1.22, 2.19, 0.33)
C (-0.69, -1.33, -0.02)

Results
2S+1: 1
Lowest unoccupied orbital energy: 0.0317 Eh
SMILES string: C1=CSC=CS1
Gap between HOMO and LUMO: 0.3222 hartree

Löwdin population analysis, charges in e, atoms 1 to 8: C -0.492; C -0.490; H 0.063; C -0.501; H 0.069; S 0.878; S 0.884; H 0.069

R) Molecular formula: C4H4S2
Method: DFT, the ωB97M-V functional and the def2-TZVPD basis

Positions of all 10 atoms, in Å:
H (-1.40, 2.11, 1.90)
H (1.37, -1.65, 0.13)
C (-0.03, -0.06, 0.06)
C (-0.97, 0.52, 0.66)
C (0.96, -0.94, -0.56)
S (2.40, -0.01, -1.32)
S (-3.44, 1.13, 1.43)
H (0.43, -1.66, -1.29)
C (-1.86, 1.38, 1.34)
H (2.53, -0.82, -2.35)

Results
2S+1: 1
Lowest unoccupied orbital energy: -0.0368 Eh
SMILES string: S=CC#CCS
Gap between HOMO and LUMO: 0.2946 hartree

Löwdin population analysis, charges in e, atoms 1 to 8: H 0.023; H 0.051; C -0.065; C -0.106; C -0.535; S 0.686; S 0.717; H 0.112

Which one is most stable, and which one is least stable? Q) is the most stable of them, while P) is the least stable.

P) Molecular formula: CH5NO
Method: DFT, the ωB97M-V functional and the def2-TZVPD basis

Positions of all 8 atoms, in Å:
H (2.55, 1.44, -0.88)
C (-1.61, -1.58, 1.07)
H (1.09, 2.15, -0.61)
H (-2.39, -1.36, 1.81)
O (-0.55, -1.12, 1.38)
H (1.36, 1.15, -1.94)
N (1.56, 1.34, -0.96)
H (-2.01, -2.01, 0.14)

Results
2S+1: 1
Lowest unoccupied orbital energy: 0.0393 Eh
SMILES string: C=O.N
Gap between HOMO and LUMO: 0.3960 hartree

Computed Löwdin charges, given in elementary charges: H -0.008; C -0.158; H -0.005; H 0.069; O 0.002; H 0.006; N 0.016; H 0.079

Q) Molecular formula: CH5NO
Method: DFT, the ωB97M-V functional and the def2-TZVPD basis

Positions of all 8 atoms, in Å:
H (2.70, 6.97, -1.46)
C (-1.12, -4.12, 1.07)
H (-2.54, -3.02, 1.60)
H (-1.52, -4.98, 1.61)
O (2.17, 6.67, -2.21)
H (-0.21, -4.23, 0.51)
N (-1.71, -3.00, 1.00)
H (2.24, 5.71, -2.12)

Results
2S+1: 1
Lowest unoccupied orbital energy: 0.0414 Eh
SMILES string: C=N.O
Gap between HOMO and LUMO: 0.4214 hartree

Computed Löwdin charges, given in elementary charges: H 0.035; C -0.151; H 0.034; H 0.057; O -0.068; H 0.052; N 0.008; H 0.033

Which one is most stable, and which one is least stable? Q) is the most stable of them, while P) is the least stable.

P) Molecular formula: C7H10N2O3
Method: DFT, the ωB97M-V functional and the def2-TZVPD basis

Positions of all 22 atoms, in Å:
H (-3.91, 1.33, 0.14)
H (-3.44, 2.43, -1.05)
C (1.71, -0.81, 0.28)
O (-3.60, -1.18, 0.39)
H (2.73, 0.42, 1.54)
H (2.93, 1.06, -0.06)
H (1.50, -1.41, 1.22)
H (-2.96, 2.80, 0.70)
C (2.95, 0.07, 0.61)
O (0.48, 1.33, 0.03)
C (0.56, 0.06, 0.13)
C (2.01, -1.62, -0.97)
C (-3.12, 1.98, -0.05)
C (-1.65, -0.13, -0.05)
O (-1.84, -2.31, -0.01)
H (1.21, -2.20, -1.39)
H (2.54, -1.07, -1.72)
N (-0.70, 1.96, 0.15)
C (-1.80, 1.23, 0.07)
H (2.92, -2.24, -0.65)
H (3.91, -0.41, 0.61)
N (-2.43, -1.26, 0.10)

Results
2S+1: 1
Lowest unoccupied orbital energy (spin up / spin down): -0.0286 / -0.0287 Eh
Gap between HOMO and LUMO (spin up / spin down): 0.2920 / 0.2919 hartree

Löwdin population analysis, charges in e, atoms 1 to 8: H 0.034; H 0.116; C -0.379; O 0.082; H 0.039; H 0.139; H 0.176; H 0.098

Q) Molecular formula: C7H10N2O3
Method: DFT, the ωB97M-V functional and the def2-TZVPD basis

Positions of all 22 atoms, in Å:
H (-3.09, 0.30, -1.06)
H (-1.89, 1.66, 1.10)
C (1.74, 0.66, 0.16)
H (3.04, 0.81, -1.53)
H (1.43, 1.53, -1.77)
N (2.62, -1.56, 0.93)
H (2.28, -2.49, 0.72)
H (-2.66, -0.51, 1.53)
O (0.00, -2.53, -0.10)
N (-0.07, 1.82, 1.54)
H (-1.50, 1.11, -1.10)
C (-2.20, 0.54, -0.47)
C (0.75, 1.28, 0.94)
H (-0.12, -1.04, -1.51)
C (2.13, -0.55, 0.51)
C (2.24, 1.38, -1.06)
O (-2.66, 1.30, 0.61)
H (-0.52, -2.77, 0.68)
O (-2.06, -1.21, 1.21)
C (-0.54, -1.36, -0.58)
H (2.63, 2.36, -0.77)
C (-1.54, -0.73, 0.02)

Results
2S+1: 1
Lowest unoccupied orbital energy: 0.0208 Eh
SMILES string: CC(=C=N)C#N.O/C=C(\O)CO
Gap between HOMO and LUMO: 0.3218 hartree

Löwdin population analysis, charges in e, atoms 1 to 8: H 0.130; H 0.032; C -0.296; H 0.083; H 0.079; N 0.229; H 0.086; H 0.105

Which one is most stable, and which one is least stable? Q) is the most stable of them, while P) is the least stable.

P) Molecular formula: C2H7N2OS
Method: DFT, the ωB97M-V functional and the def2-TZVPD basis

Positions of all 13 atoms, in Å:
H (-0.09, 2.14, 0.40)
C (-0.67, 0.20, 0.01)
S (3.06, 0.51, 0.02)
H (-2.50, 0.02, -1.12)
H (-1.89, -1.58, -0.42)
N (0.37, -0.55, -0.02)
C (-1.98, -0.44, -0.26)
O (3.89, -0.86, 0.14)
H (4.76, -0.95, 0.55)
N (-0.81, 1.51, 0.28)
H (-2.71, -0.32, 0.68)
H (-1.68, 1.81, -0.09)
H (0.27, -1.49, -0.17)

Results
2S+1: 1
Net charge: +1
Lowest unoccupied orbital energy (spin up / spin down): -0.2762 / -0.2516 Eh
Gap between HOMO and LUMO (spin up / spin down): 0.2481 / 0.2764 hartree

Löwdin population analysis, charges in e, atoms 1 to 8: H 0.083; C -0.507; S 0.929; H 0.099; H 0.118; N 0.175; C -0.026; O -0.474

Q) Molecular formula: C2H7N2OS
Method: DFT, the ωB97M-V functional and the def2-TZVPD basis

Positions of all 13 atoms, in Å:
H (-1.85, 0.30, 1.06)
O (1.74, -2.11, 1.97)
H (1.32, -0.12, -1.16)
H (-0.92, 2.03, -1.39)
N (0.97, 0.19, -0.26)
H (-2.22, 0.95, -1.24)
C (-1.09, 0.92, -1.21)
H (1.36, -0.68, 0.42)
C (-0.33, 0.39, -0.05)
H (-0.28, -0.38, 1.75)
H (-0.80, 0.56, -2.15)
N (-0.84, 0.26, 1.16)
S (2.92, -2.32, 1.09)

Results
2S+1: 1
Net charge: +1
Lowest unoccupied orbital energy (spin up / spin down): -0.2076 / -0.2080 Eh
Gap between HOMO and LUMO (spin up / spin down): 0.2881 / 0.2876 hartree

Löwdin population analysis, charges in e, atoms 1 to 8: H 0.153; O -0.675; H 0.125; H 0.136; N 0.168; H 0.120; C 0.011; H 0.098

Which one is most stable, and which one is least stable? Q) is the most stable of them, while P) is the least stable.

P) Molecular formula: CH3NS
Method: DFT, the ωB97M-V functional and the def2-TZVPD basis

Positions of all 6 atoms, in Å:
H (1.23, -0.84, -0.49)
C (0.22, -0.59, 0.05)
H (0.51, 1.30, -0.44)
S (-0.58, -1.58, 1.04)
N (-0.35, 0.77, -0.44)
H (-1.02, 0.94, 0.28)

Results
2S+1: 1
Lowest unoccupied orbital energy: 0.0021 Eh
SMILES string: NC=S
Gap between HOMO and LUMO: 0.3340 hartree

Computed Löwdin charges, given in elementary charges: H 0.081; C -0.753; H 0.045; S 0.615; N -0.017; H 0.029

Q) Molecular formula: CH3NS
Method: DFT, the ωB97M-V functional and the def2-TZVPD basis

Positions of all 6 atoms, in Å:
H (-0.30, -0.78, -1.76)
C (0.40, -0.64, -0.90)
N (-0.92, 0.91, 0.67)
S (1.60, -1.41, -0.27)
H (-0.29, 1.66, 0.96)
H (-0.50, 0.26, 1.30)

Results
2S+1: 1
Lowest unoccupied orbital energy (spin up / spin down): -0.0150 / -0.0266 Eh
Gap between HOMO and LUMO (spin up / spin down): 0.3525 / 0.2704 hartree

Computed Löwdin charges, given in elementary charges: H 0.006; C -0.583; N 0.034; S 0.654; H -0.037; H -0.075

R) Molecular formula: CH3NS
Method: DFT, the ωB97M-V functional and the def2-TZVPD basis

Positions of all 6 atoms, in Å:
C (0.16, 0.92, 0.27)
H (-0.48, -2.51, -0.24)
H (0.08, 1.81, 0.83)
H (0.94, 1.14, -0.53)
S (-0.04, -1.34, -0.70)
N (-0.66, -0.02, 0.37)

Results
2S+1: 1
Lowest unoccupied orbital energy: 0.0274 Eh
SMILES string: C=NS
Gap between HOMO and LUMO: 0.3673 hartree

Computed Löwdin charges, given in elementary charges: C -0.266; H -0.183; H 0.048; H 0.080; S 0.660; N -0.339

Which one is most stable, and which one is least stable? P) is the most stable of them, while Q) is the least stable.

P) Molecular formula: C4H12N2S
Method: DFT, the ωB97M-V functional and the def2-TZVPD basis

Positions of all 19 atoms, in Å:
H (-0.90, 1.19, -0.52)
N (-1.85, 0.34, -0.74)
H (-2.56, 0.04, -0.07)
S (0.65, 1.91, -0.31)
H (1.86, -1.30, 1.27)
H (1.34, 0.14, 3.37)
H (0.20, -0.47, 1.37)
H (-3.44, -1.68, -1.74)
H (1.55, 1.62, 2.30)
C (1.30, -0.30, 1.27)
C (1.58, 0.38, -0.08)
H (-1.16, 0.02, -2.70)
C (-1.86, -0.27, -1.90)
C (1.76, 0.51, 2.47)
H (-2.53, -1.69, -3.16)
H (2.88, 0.46, 2.56)
H (2.65, 0.57, -0.09)
H (1.31, -0.27, -0.97)
N (-2.79, -1.21, -2.32)

Results
2S+1: 1
Lowest unoccupied orbital energy: 0.0099 Eh
Gap between HOMO and LUMO: 0.2682 hartree

Löwdin population analysis, charges in e, atoms 1 to 8: H -0.075; N 0.050; H 0.108; S 0.444; H 0.115; H 0.041; H 0.085; H 0.086

Q) Molecular formula: C4H12N2S
Method: DFT, the ωB97M-V functional and the def2-TZVPD basis

Positions of all 19 atoms, in Å:
H (-1.78, -0.76, -1.14)
C (-0.78, -0.90, -0.73)
H (-0.62, 1.02, -2.76)
H (1.46, 0.60, -0.01)
H (1.37, -0.77, 1.15)
C (0.22, -0.99, -1.87)
H (-0.67, 1.11, -0.15)
H (-0.77, -1.87, -0.21)
S (0.66, 0.65, -2.64)
N (-1.51, -0.06, 1.43)
H (1.02, 2.04, 1.68)
H (-1.95, 0.81, 1.72)
H (-0.20, -1.54, -2.70)
H (1.97, 0.97, 2.37)
C (-0.55, 0.17, 0.36)
H (1.17, -1.44, -1.58)
C (0.91, 0.16, 0.82)
N (1.04, 1.08, 1.98)
H (-0.99, -0.31, 2.27)

Results
2S+1: 1
Lowest unoccupied orbital energy: 0.0306 Eh
SMILES string: NC[C@H](N)CCS
Gap between HOMO and LUMO: 0.3584 hartree

Löwdin population analysis, charges in e, atoms 1 to 8: H 0.106; C -0.245; H -0.141; H 0.070; H 0.120; C -0.524; H 0.113; H 0.113

R) Molecular formula: C4H12N2S
Method: DFT, the ωB97M-V functional and the def2-TZVPD basis

Positions of all 19 atoms, in Å:
N (-0.14, 2.28, -1.32)
H (1.46, 1.03, -0.10)
H (-0.31, -2.17, -0.21)
H (-1.19, -0.48, 1.80)
C (0.29, 1.14, -0.30)
C (-0.32, -1.14, 1.66)
C (-0.29, -0.20, -0.69)
S (1.07, -0.53, 2.75)
H (1.36, -1.33, 0.11)
H (-0.37, 3.10, -0.68)
H (0.49, 0.12, -2.51)
H (-0.06, 1.33, 0.74)
H (-1.05, 1.86, -1.56)
C (0.25, -1.33, 0.25)
N (-0.04, -0.55, -2.11)
H (0.55, 0.69, 2.88)
H (-0.72, -2.18, 1.98)
H (-1.37, -0.15, -0.48)
H (0.39, -1.49, -2.20)

Results
2S+1: 1
Lowest unoccupied orbital energy: 0.0286 Eh
SMILES string: NC[C@@H](N)CCS
Gap between HOMO and LUMO: 0.3607 hartree

Löwdin population analysis, charges in e, atoms 1 to 8: N -0.007; H 0.144; H 0.108; H 0.071; C -0.243; C -0.538; C -0.461; S 0.682

Which one is most stable, and which one is least stable? Q) is the most stable of them, while R) is the least stable.